This record from the Open Molecules 2025 dataset describes a 7-piece molecular cluster, C3H20N2O7 overall in a non-equilibrium geometry. The level of theory is ωB97M-V/def2-TZVPD.

Structure (XYZ):
```
32
Properties=species:S:1:pos:R:3:forces:R:3:mulliken_charge:R:1
O 2.322570 -1.063252 -0.669999 0.297 0.025 0.223 -0.593
O 1.460951 3.309644 -1.636999 -0.235 -0.163 -0.381 -0.635
O 0.342955 0.819429 -0.978543 0.262 0.561 -0.296 -0.571
O -1.905184 -1.542362 2.899599 -0.230 -0.603 -0.152 -0.693
O 0.023120 -2.869595 -1.413345 -0.337 -0.402 -0.742 -0.646
O 2.902312 1.624015 1.473506 0.038 -0.899 -0.071 -0.640
O -1.616646 2.615165 -1.870547 0.251 0.388 -0.318 -0.653
N -2.269145 -0.606577 -0.630147 0.049 -0.070 0.912 -0.402
N -0.322286 -1.106131 1.359135 0.024 -0.679 -0.173 0.212
C -2.680173 -0.932381 0.745305 -0.743 0.415 0.012 -0.408
C -1.606124 -1.257229 1.749485 0.525 0.508 0.247 0.495
C 0.756230 -1.703083 2.162380 -1.070 1.679 -0.273 -0.993
H 1.062110 -0.894659 2.829271 0.616 -0.406 0.324 0.251
H -2.258971 0.396116 -0.752488 -0.446 -0.022 -0.301 0.088
H 2.225064 -1.432210 -1.555393 -0.034 0.086 0.075 0.344
H 1.197766 4.049199 -1.081345 0.443 -0.022 0.124 0.312
H -1.162359 2.627389 -2.725304 -0.204 -0.325 -0.029 0.321
H 1.597030 -0.425080 -0.583497 -0.039 -0.092 -0.393 0.185
H 1.540961 -1.993418 1.473812 0.188 -0.279 0.250 0.342
H 0.781232 1.625732 -1.325636 0.099 -0.357 0.385 0.265
H 2.712781 1.000197 0.756496 -0.059 0.381 -0.231 0.337
H -3.414591 -1.729960 0.692218 0.323 -0.547 0.227 0.380
H -0.110210 -1.918333 -1.326162 0.059 -0.172 0.454 0.352
H -0.101144 -0.531409 0.559735 -0.163 -0.377 -0.071 0.132
H -1.296177 3.446245 -1.500495 -0.268 -0.045 0.311 0.290
H 0.719688 -3.177102 -0.831459 0.041 0.491 0.238 0.313
H 0.286810 -2.484922 2.747375 0.357 -0.279 0.011 0.376
H -3.267300 -0.169525 1.276321 0.110 0.352 -0.435 0.235
H 3.187742 0.977445 2.135878 0.050 0.479 0.231 0.312
H -2.949692 -1.033514 -1.241004 0.151 0.317 -0.349 0.231
H -0.580651 1.092836 -1.030721 -0.002 -0.207 -0.022 0.179
H 2.421342 3.287323 -1.707430 -0.054 0.267 0.214 0.282
```
Positions in Å, forces in eV/Å.

Values from the calculation:
LUMO (eV): -0.23

***

This record from the Open Molecules 2025 dataset describes one molecule with the formula C4H7NO in a non-equilibrium geometry. The level of theory is ωB97M-V/def2-TZVPD.

Structure (XYZ):
```
13
Properties=species:S:1:pos:R:3:forces:R:3:mulliken_charge:R:1
O -1.600256 -1.204711 0.819747 0.180 0.336 0.204 -0.524
N 0.812739 0.725853 -0.741198 0.509 0.275 -0.042 -0.435
C 0.059257 -0.552382 -0.844931 -0.055 0.024 -0.325 -0.364
C -0.111366 1.358966 0.178825 0.348 -0.366 0.451 -0.600
C 1.303756 -0.438321 -0.035753 0.322 -0.161 0.041 -0.263
C -1.125346 -0.228603 -0.025134 1.325 1.566 1.023 -0.014
H 2.219687 -0.845798 -0.445980 -0.107 -0.083 -0.004 0.272
H 1.236729 -0.433309 1.055314 0.023 -0.027 -0.259 0.222
H 0.066458 -1.168653 -1.743351 -0.095 0.177 0.077 0.339
H -0.589629 2.241462 -0.308469 -0.170 -0.909 0.401 0.339
H 0.287189 1.655050 1.147580 0.288 -0.071 -0.040 0.290
H -1.710518 0.646364 -0.152162 -2.261 -1.005 -1.471 0.391
H -0.848701 -1.755913 1.095512 -0.307 0.243 -0.056 0.347
```
Positions in Å, forces in eV/Å.

Values from the calculation:
LUMO (eV): 0.86

***

This record from the Open Molecules 2025 dataset describes a 2-piece molecular cluster, C4H16N6 overall in a non-equilibrium geometry. The level of theory is ωB97M-V/def2-TZVPD.

Structure (XYZ):
```
26
Properties=species:S:1:pos:R:3:forces:R:3:mulliken_charge:R:1
N -3.643977 0.712636 -0.439200 1.134 -0.607 -2.028 -0.380
N -2.285131 2.308116 0.500905 -0.038 -1.136 -1.059 -0.231
N 3.139448 -0.935368 -1.212017 -0.007 0.667 -0.013 -0.490
N -1.911182 1.712342 -1.697952 0.403 -0.662 -0.411 -0.338
N 2.322549 -1.177287 0.966885 -0.359 -1.935 -1.349 -0.148
N 1.481084 -2.482933 -0.808137 -0.002 -0.738 0.675 -0.322
C -0.883488 2.593612 0.858277 -1.374 1.664 0.737 -0.971
C 2.331482 -1.589876 -0.308652 -0.479 1.151 -1.070 0.523
C 1.647771 -2.175290 1.854752 1.387 -0.572 -0.039 -0.966
C -2.571477 1.507884 -0.566508 -1.392 1.914 1.778 0.733
H 1.091452 -3.258274 -0.288572 -0.041 0.272 0.203 0.227
H -0.955336 3.375184 1.633505 0.238 -0.569 -0.015 0.352
H -2.251889 1.498078 -2.626729 -0.207 -0.344 0.355 0.252
H 0.567339 -2.245456 1.665090 0.465 0.310 0.232 0.301
H -3.692634 0.008177 -1.163093 -0.725 0.050 0.112 0.234
H 3.537979 -1.446543 -1.988554 -0.292 -0.371 0.132 0.286
H -0.377466 3.150140 0.061749 0.165 -0.734 -0.022 0.357
H -0.460230 1.686376 1.260627 0.791 0.018 -0.172 0.340
H 2.159390 -3.146646 1.626215 -0.775 0.516 0.367 0.421
H 2.776159 -0.047231 -1.535860 0.390 0.269 0.379 0.256
H 1.918123 -1.970379 2.881956 -0.433 0.269 0.161 0.343
H 3.205460 -0.740603 1.210936 -0.192 0.015 0.461 0.319
H 1.233364 -2.471370 -1.784450 0.536 -0.014 -0.133 0.252
H -4.259506 0.610929 0.350808 0.308 0.219 0.214 0.227
H -2.963610 2.147118 1.234155 0.565 0.248 0.422 0.241
H -1.155686 2.376669 -1.686147 -0.065 0.101 0.082 0.182
```
Positions in Å, forces in eV/Å.

Values from the calculation:
Charge: +2
LUMO (eV): -6.28

***

This record from the Open Molecules 2025 dataset describes one molecule with the formula C15H13NO4S. The level of theory is ωB97M-V/def2-TZVPD.

Structure (XYZ):
```
34
Properties=species:S:1:pos:R:3:forces:R:3:mulliken_charge:R:1
S 0.616160 2.684023 0.296612 -0.403 -0.276 -0.439 -0.123
O -2.018014 3.010418 1.723366 -0.038 -0.009 0.035 -0.617
O -0.335324 -2.155796 1.927143 -0.022 0.067 0.256 -0.652
O -2.594070 -0.206407 0.756549 0.158 0.079 0.429 -0.243
O -3.802468 -0.767648 -1.053048 -0.040 -0.002 0.007 -0.605
N -0.725156 -1.939574 -0.288670 -0.125 -0.128 -0.312 -0.219
C 1.360060 -1.143895 0.596505 0.292 0.137 0.141 0.566
C -2.969746 -1.023182 -0.224121 0.003 -0.427 -0.338 0.685
C 0.037171 -1.787266 0.834908 0.004 -0.092 -0.237 0.242
C 3.085867 0.311425 1.428920 0.038 -0.029 0.022 -0.536
C 3.315880 -0.710381 -0.729919 0.077 -0.019 -0.072 -0.696
C 1.870466 -0.325170 1.599070 -0.087 -0.130 -0.041 -0.666
C -0.881260 1.266309 -1.243660 -0.188 0.248 0.436 -0.402
C 0.367496 1.348016 -1.877170 0.240 0.124 -0.090 -0.826
C -0.912538 1.935604 -0.042301 0.861 0.267 -0.284 0.191
C 1.270372 2.073726 -1.155380 -0.166 0.148 0.282 -0.341
C -2.001948 2.123619 0.901881 -0.487 -0.381 0.122 0.461
C -2.121784 -2.290290 -0.186670 -0.056 -0.024 0.104 -0.843
C 3.808948 0.120588 0.263084 0.051 -0.016 -0.010 -0.446
C 2.093554 -1.337998 -0.569718 -0.060 -0.021 0.106 -0.036
C -3.140036 1.104201 0.810947 -0.380 0.395 0.018 -0.654
H -2.251540 -2.784135 0.781168 -0.061 0.022 -0.172 0.420
H 1.296822 -0.197479 2.504444 -0.057 0.004 0.086 0.462
H 3.887690 -0.872577 -1.631823 0.052 -0.024 -0.069 0.395
H -0.432550 -1.473082 -1.133467 0.067 0.028 0.158 0.272
H -1.733874 0.775126 -1.678181 -0.220 -0.113 -0.031 0.748
H 2.291912 2.279838 -1.405858 0.221 0.010 -0.063 0.546
H 4.761900 0.611402 0.130966 0.090 0.038 -0.010 0.421
H 1.729874 -2.004596 -1.338595 -0.043 -0.052 -0.079 0.524
H -2.419222 -2.953493 -1.001436 -0.045 0.136 0.133 0.355
H 0.589902 0.897075 -2.827849 0.066 -0.059 -0.171 0.461
H -3.761890 1.191386 1.706258 0.129 0.016 -0.152 0.315
H 3.470938 0.953287 2.206701 0.027 0.067 0.074 0.412
H -3.753586 1.286941 -0.080650 0.102 0.018 0.159 0.430
```
Positions in Å, forces in eV/Å.

Values from the calculation:
LUMO (eV): -0.19

***

This record from the Open Molecules 2025 dataset describes CHF3MgNO3S2Sr as an isolated structure in a non-equilibrium geometry. The level of theory is ωB97M-V/def2-TZVPD.

Structure (XYZ):
```
13
Properties=species:S:1:pos:R:3:forces:R:3:mulliken_charge:R:1
Sr 3.064734 -0.529908 1.323015 0.484 -0.713 2.122 1.998
S -0.169576 -0.281626 -0.079809 0.172 -1.039 0.030 1.471
S 1.898928 0.846395 -1.478391 -0.202 0.057 -0.106 0.167
Mg -0.611250 -2.200207 1.752082 -0.229 -0.217 0.114 0.279
F -1.190267 2.073877 -0.701580 -0.031 0.044 -0.195 -0.183
F -0.150297 2.071111 1.184077 0.354 0.218 0.363 -0.189
F -2.089453 1.149915 1.022864 -0.277 -0.087 0.280 -0.190
O 0.676323 -0.595181 1.213313 -0.583 0.401 -0.729 -0.895
O -1.257505 -1.306048 0.051722 0.724 1.025 -0.327 -0.764
O 3.052418 0.177809 -0.561968 -0.332 0.711 -2.065 -0.960
N 0.578723 -0.307643 -1.410851 -0.231 0.100 1.068 -0.409
C -0.961406 1.402286 0.399074 0.157 -0.496 -0.542 0.656
H -2.841373 -2.500784 -2.713549 -0.008 -0.006 -0.013 0.018
```
Positions in Å, forces in eV/Å.

Values from the calculation:
Charge: +1
LUMO (alpha / beta) (eV): -4.88 / -4.62

***

This record from the Open Molecules 2025 dataset describes one molecule with the formula C3H3NO4 in a non-equilibrium geometry. The level of theory is ωB97M-V/def2-TZVPD.

Structure (XYZ):
```
11
Properties=species:S:1:pos:R:3:forces:R:3:mulliken_charge:R:1
O 1.948833 -1.070943 0.140252 -1.713 0.438 -0.367 -0.434
O -1.867114 2.029021 0.274128 -1.440 -0.009 -1.314 -0.394
O -0.622586 -1.779488 -0.865866 -3.281 0.875 -2.657 -0.447
O 1.750396 1.240827 0.430594 -1.199 -5.935 -1.586 -0.540
N -1.042339 -0.379164 -0.807321 2.165 -0.975 3.758 -0.239
C 1.244503 0.066355 0.190696 1.543 5.372 2.697 0.560
C -0.836272 1.520746 0.530950 2.690 2.755 4.819 -0.093
C -0.271561 0.245686 0.101897 -1.124 -2.405 -4.766 0.604
H 1.316225 -1.817680 -0.030770 0.600 0.719 0.071 0.410
H -1.446726 -2.125791 -1.444157 3.063 0.802 1.844 0.380
H -0.173360 2.070431 1.479596 -1.302 -1.636 -2.499 0.192
```
Positions in Å, forces in eV/Å.

Values from the calculation:
LUMO (eV): -1.46

***

It is found that the ΔE to the lowest compared entry with this formula, charge and spin values, taken in the order of the records, are 32.82; 112.34; 25.95; 10.67; 23.51; 110.29 kcal per mole.